# C20H42Cl2N2O2P

A 3-piece molecular cluster, C20H42Cl2N2O2P overall in a non-equilibrium geometry (ωB97M-V/def2-TZVPD, the Open Molecules 2025 dataset).

Results
* orbital gap: 8.26 eV
* DFT total energy: -2308.6883 Ha
* charge: +1

Bonds (Å) are listed after each position.
CARTESIAN COORDINATES (ANGSTROEM)
1 H -2.840 0.951 1.464  C53 1.094
2 H -2.682 -0.550 -4.622  C18 1.091
3 C 3.173 1.196 1.482  P4 1.830, N56 1.334, N69 1.332
4 P 3.036 0.488 -0.200  C3 1.830, H15 1.404, O36 1.468, H68 1.406
5 C 4.200 6.015 3.829  H17 1.083, H29 1.084, C44 1.529, H52 1.085
6 C -3.413 -4.660 -6.390  C16 1.528, H19 1.093, C21 1.526, H27 1.093
7 H -1.641 -4.227 -5.257  C16 1.094
8 H -5.427 -4.856 -5.576  C21 1.091
9 H -2.316 -1.924 -1.031  C58 1.092
10 H -2.963 1.850 -0.810  C64 1.094
11 C 2.883 1.667 3.632  C51 1.505, C59 1.377, N69 1.374
12 H -4.113 0.180 0.556  C53 1.093
13 H 1.732 0.211 2.642  N69 1.009
14 H 5.579 3.037 4.302  C50 1.085
15 H 4.334 0.086 -0.553  P4 1.404
16 C -2.631 -4.657 -5.078  C6 1.528, H7 1.094, C35 1.529, H47 1.094
17 H 4.752 6.919 3.602  C5 1.083
18 C -2.403 -1.593 -4.465  H2 1.091, H32 1.091, C38 1.527, H43 1.094
19 H -3.553 -3.637 -6.749  C6 1.093
20 H -0.705 1.422 -1.711  C23 1.091
21 C -4.768 -5.355 -6.288  C6 1.526, H8 1.091, H34 1.090, H39 1.092
22 C -0.424 1.969 0.339  C23 1.525, H26 1.091, H31 1.096, H33 1.091
23 C -0.979 1.032 -0.729  H20 1.091, C22 1.525, H54 1.096, C64 1.526
24 H -2.350 -3.139 0.240  C58 1.091
25 Cl 5.188 2.750 0.766  N56 1.686
26 H -0.857 2.966 0.253  C22 1.091
27 H -2.812 -5.168 -7.148  C6 1.093
28 H -3.833 -2.288 -0.196  C58 1.091
29 H 4.162 5.928 4.909  C5 1.084
30 H 4.078 3.749 4.811  C50 1.079
31 H -0.632 1.597 1.349  C22 1.096
32 H -1.866 -1.922 -5.356  C18 1.091
33 H 0.657 2.063 0.229  C22 1.091
34 H -5.274 -5.357 -7.254  C21 1.090
35 C -3.310 -3.916 -3.926  C16 1.529, H37 1.096, C38 1.528, H42 1.093
36 O 2.498 1.449 -1.172  P4 1.468
37 H -2.660 -3.972 -3.046  C35 1.096
38 C -3.639 -2.449 -4.200  C18 1.527, C35 1.528, H46 1.094, H48 1.093
39 H -4.650 -6.393 -5.971  C21 1.092
40 C -2.448 -1.107 0.982  H45 1.096, C53 1.528, C58 1.525, H67 1.093
41 H 3.368 0.149 6.819  C63 1.088
42 H -4.231 -4.438 -3.650  C35 1.093
43 H -1.714 -1.632 -3.617  C18 1.094
44 C 4.956 4.840 3.208  C5 1.529, C50 1.542, H57 1.078, Cl66 1.797
45 H -1.363 -1.037 1.123  C40 1.096
46 H -4.166 -2.045 -3.331  C38 1.094
47 H -2.455 -5.692 -4.767  C16 1.094
48 H -4.330 -2.363 -5.042  C38 1.093
49 O 3.012 2.038 6.009  C51 1.391, C63 1.417
50 C 4.673 3.514 3.942  H14 1.085, H30 1.079, C44 1.542, C59 1.495
51 C 2.239 1.504 4.983  C11 1.505, O49 1.391, H61 1.088, H65 1.093
52 H 3.215 6.126 3.387  C5 1.085
53 C -3.026 0.264 0.633  H1 1.094, H12 1.093, C40 1.528, C64 1.530
54 H -0.495 0.052 -0.647  C23 1.096
55 H -2.817 0.261 -1.516  C64 1.093
56 N 4.042 2.141 1.842  C3 1.334, Cl25 1.686, C59 1.393
57 H 4.693 4.810 2.163  C44 1.078
58 C -2.756 -2.173 -0.063  H9 1.092, H24 1.091, H28 1.091, C40 1.525
59 C 3.887 2.495 3.181  C11 1.377, C50 1.495, N56 1.393
60 H 4.096 1.511 7.646  C63 1.082
61 H 1.263 1.983 5.001  C51 1.088
62 H 4.791 0.963 6.132  C63 1.090
63 C 3.855 1.110 6.670  H41 1.088, O49 1.417, H60 1.082, H62 1.090
64 C -2.495 0.871 -0.668  H10 1.094, C23 1.526, C53 1.530, H55 1.093
65 H 2.086 0.432 5.125  C51 1.093
66 Cl 6.717 5.165 3.354  C44 1.797
67 H -2.859 -1.421 1.945  C40 1.093
68 H 2.266 -0.684 -0.095  P4 1.406
69 N 2.468 0.898 2.572  C3 1.332, C11 1.374, H13 1.009